Density functional theory data (ωB97M-V/def2-TZVPD) for a molecular structure, C41H50AsBN9OW.

Results
2S+1 = 4
charge = +2
LUMO (alpha / beta) = -0.2202 / -0.2832 Eh
gap between HOMO and LUMO (alpha / beta) = 6.92 / 5.73 eV
molecular weight = 954.49 g mol⁻¹
E_tot = -122116.9793 eV
relative energy (zero: lowest compared OMol25 entry of this formula, charge and spin) = 4.1 kcal per mole

Structure (XYZ):
```
104
Properties=species:S:1:pos:R:3:forces:R:3
W -0.1246 -0.2920 0.0610 -0.31 0.46 0.24
C 1.4356 -1.0760 3.1819 0.00 -0.05 -0.02
C 0.9149 0.3100 3.0120 0.06 -0.02 0.04
C 1.0213 1.4040 3.8633 -0.03 -0.04 -0.01
C 0.3654 2.4393 3.2181 -0.02 -0.02 -0.10
N -0.1078 1.9854 2.0543 0.04 0.05 0.12
N 0.2314 0.6801 1.9159 -0.16 0.12 -0.19
B -0.9157 2.7355 0.9553 -0.02 0.02 0.02
N -0.0983 2.7255 -0.3665 0.00 0.03 -0.07
C 0.2537 3.6990 -1.2115 -0.02 -0.09 0.09
C 0.7225 3.1283 -2.3808 -0.02 0.02 0.02
C 0.6265 1.7577 -2.1949 -0.01 -0.01 -0.03
C 0.9914 0.6781 -3.1533 -0.01 -0.05 -0.03
N 0.1204 1.5159 -0.9681 0.01 0.08 0.16
N -2.1850 1.8974 0.6670 -0.06 -0.02 0.09
C -3.4507 2.3203 0.5913 0.04 -0.02 -0.09
C -4.2712 1.2277 0.4282 0.01 0.00 0.03
C -3.4238 0.1243 0.4232 -0.03 -0.02 0.03
C -3.8763 -1.2930 0.4260 0.02 -0.02 0.04
N -2.1422 0.5334 0.5397 -0.04 -0.03 -0.14
N -1.2593 4.1017 1.4593 0.02 -0.03 0.05
C -2.1252 4.4062 2.4692 -0.05 0.05 -0.01
C -1.8514 5.6759 2.8897 0.02 -0.08 0.02
C -0.7521 6.0931 2.0994 -0.05 -0.02 -0.03
C -0.0273 7.3961 2.1426 0.00 0.03 -0.01
N -0.3969 5.1402 1.2587 0.08 -0.01 -0.07
H 1.2230 -1.4405 4.1858 0.01 0.00 0.00
H 2.5160 -1.1047 3.0359 0.00 0.00 0.00
H 0.9839 -1.7718 2.4691 0.00 0.02 0.03
H 1.5026 1.4363 4.8245 0.01 0.00 0.02
H 0.2078 3.4654 3.5077 0.00 0.02 0.02
H 0.1479 4.7238 -0.9014 0.01 0.04 0.00
H 1.0823 3.6424 -3.2542 0.01 0.00 -0.02
H 0.4739 0.8306 -4.1010 0.01 0.01 0.00
H 0.7210 -0.3118 -2.7872 0.00 -0.02 0.02
H 2.0619 0.6932 -3.3584 0.01 -0.02 0.00
H -3.6815 3.3694 0.6639 -0.02 -0.01 -0.03
H -5.3434 1.2169 0.3480 -0.02 0.00 0.01
H -4.8755 -1.3535 -0.0007 -0.01 0.00 -0.01
H -3.9340 -1.6534 1.4552 -0.02 0.00 0.00
H -3.2297 -1.9542 -0.1378 -0.11 0.10 0.11
H -2.8678 3.7027 2.8092 0.01 0.01 0.03
H -2.3697 6.2351 3.6487 0.01 0.02 0.02
H -0.6827 8.1911 2.4927 0.00 0.00 0.00
H 0.3428 7.6608 1.1542 0.02 -0.01 0.00
H 0.8256 7.3437 2.8203 0.00 0.00 0.01
C 1.1895 -5.2814 -6.4976 -0.01 0.00 -0.02
C 1.0803 -4.8696 -5.0609 0.00 0.01 -0.01
C 0.2635 -5.5568 -4.1765 0.02 0.01 0.03
C 0.1156 -5.1815 -2.8436 0.05 0.03 -0.05
C -0.6850 -6.1120 -1.9707 -0.05 0.05 -0.02
C 0.7970 -4.0260 -2.4259 -0.12 -0.23 0.11
As 0.4937 -3.2187 -0.7076 0.08 -0.25 -0.35
N -0.7980 -1.9017 -0.9111 0.24 -0.04 0.00
C -1.8196 -2.0887 -1.9021 0.05 0.04 0.03
C -2.1723 -1.0194 -2.7185 0.00 -0.04 -0.03
C -3.2047 -1.1635 -3.6327 0.02 0.02 0.02
C -3.8845 -2.3688 -3.7384 -0.03 0.00 0.01
C -3.5439 -3.4260 -2.9075 0.00 -0.02 0.01
C -2.5211 -3.2844 -1.9832 0.02 -0.02 -0.19
C 0.3961 -4.4404 0.7457 -0.01 -0.01 0.07
C -0.6911 -4.6029 1.6192 -0.07 0.02 0.09
C -1.9249 -3.7474 1.6034 0.00 0.08 -0.01
C -0.6334 -5.6380 2.5427 -0.01 0.04 0.00
C 0.4689 -6.4745 2.6537 0.01 0.00 -0.02
C 0.5092 -7.5838 3.6582 0.00 0.01 0.01
C 1.5659 -6.2353 1.8236 -0.01 -0.02 -0.03
C 1.5662 -5.2303 0.8776 0.03 -0.01 -0.01
C 2.8102 -5.0020 0.0584 0.03 0.00 0.01
C 1.7274 -3.3802 -3.2607 0.00 0.02 0.07
C 2.7170 -2.3791 -2.7312 0.02 0.07 -0.07
C 1.8327 -3.8026 -4.5723 0.04 -0.01 0.00
H 0.7328 -6.2533 -6.6710 0.00 0.00 0.00
H 2.2314 -5.3259 -6.8138 0.00 0.00 0.00
H 0.6863 -4.5532 -7.1365 0.00 0.00 0.00
H -0.2739 -6.4308 -4.5259 0.00 -0.01 0.00
H -1.6157 -6.3880 -2.4661 -0.01 -0.01 0.01
H -0.9193 -5.7232 -0.9858 -0.02 0.06 0.05
H -0.1142 -7.0305 -1.8179 0.00 0.00 -0.01
H -1.6559 -0.0720 -2.6274 0.03 0.01 -0.01
H -3.4781 -0.3294 -4.2647 0.00 0.01 0.00
H -4.6876 -2.4791 -4.4535 0.00 0.00 -0.02
H -4.0878 -4.3595 -2.9662 0.00 0.00 0.00
H -2.2977 -4.0928 -1.3023 0.07 -0.07 0.03
H -1.7513 -2.7559 1.1898 0.02 -0.11 0.08
H -2.2997 -3.6274 2.6193 -0.03 -0.01 -0.01
H -2.7235 -4.2105 1.0181 0.01 -0.01 0.00
H -1.4773 -5.7865 3.2059 -0.01 0.01 0.00
H -0.4232 -7.6588 4.2126 0.00 0.00 0.00
H 1.3210 -7.4231 4.3692 0.01 0.00 0.01
H 0.6978 -8.5389 3.1667 0.00 0.00 -0.01
H 2.4511 -6.8504 1.9319 0.01 0.00 -0.01
H 3.6203 -5.6195 0.4399 0.01 0.02 0.01
H 3.1373 -3.9599 0.1164 0.01 0.00 -0.02
H 2.6763 -5.2587 -0.9940 -0.05 -0.01 0.00
H 3.5471 -2.9053 -2.2517 -0.01 -0.01 -0.03
H 2.3003 -1.7024 -1.9857 -0.04 0.04 0.02
H 3.1357 -1.7835 -3.5403 -0.01 0.03 0.00
H 2.5461 -3.3132 -5.2248 0.01 0.01 -0.01
C 2.8807 0.3575 -0.0376 0.01 -0.07 -0.04
O 1.7521 -0.5047 0.0145 0.21 -0.15 -0.06
H 3.7810 -0.2431 0.0857 0.00 0.02 -0.01
H 2.8186 1.0849 0.7755 0.02 -0.01 -0.01
H 2.9235 0.8855 -0.9920 0.01 0.01 0.02
```
Positions in Å, forces in eV/Å.


Density functional theory data (ωB97M-V/def2-TZVPD) for a molecular structure, C25H63F3GaN6O4P2.

Results
charge = -1
LUMO = 0.0104 Eh
gap between HOMO and LUMO = 4.69 eV
molecular weight = 700.48 g mol⁻¹
E_tot = -123170.3330 eV
relative energy (zero: lowest compared OMol25 entry of this formula, charge and spin) = 195.7 kcal per mole

Structure (XYZ):
```
104
Properties=species:S:1:pos:R:3:forces:R:3
C 0.3090 -0.5393 1.8350 0.06 -1.59 -1.00
O 0.0962 0.6636 1.0142 -1.10 -0.66 0.83
C -1.3240 0.8574 0.6830 -0.97 -0.54 0.70
C -1.9624 -0.3854 -0.2363 1.35 0.73 -0.24
C -2.6481 0.1679 -1.6178 -0.51 1.07 -0.18
C -4.1711 -0.3625 -1.9051 -0.51 -0.02 0.99
C -4.4746 -1.9054 -1.4459 -1.28 0.72 0.49
Ga -3.4098 -3.3563 -2.4607 -0.11 -0.35 0.70
C -3.2736 -5.0291 -1.1930 0.07 -0.39 0.13
C -2.2094 -4.7305 0.0358 -0.35 -0.92 0.13
C -2.9020 -4.1630 1.4090 0.77 0.59 0.24
O -3.2016 -5.2179 2.4193 0.64 1.81 0.86
C -2.8384 -4.7182 3.7577 0.70 -0.49 0.29
C -1.4866 -2.8236 -2.9985 0.65 0.41 -1.08
C -0.9397 -4.0044 -4.0248 0.84 1.06 0.06
C -0.1061 -5.2057 -3.2847 0.30 0.16 -1.41
F -0.8809 -6.4687 -3.4046 2.83 3.39 1.13
F 1.1476 -5.4141 -4.1007 -3.13 0.01 2.65
F 0.3539 -4.9011 -1.9105 -1.51 -1.67 -4.33
H 0.5571 -1.4276 1.0780 -0.55 1.67 1.68
H 1.2431 -0.4768 2.5562 -2.12 0.41 -1.40
H -0.6830 -0.8574 2.3809 2.00 0.77 -0.74
H -1.4676 1.9099 0.1915 0.62 -2.07 0.73
H -1.9168 0.8898 1.7187 1.09 -0.03 -2.06
H -2.6809 -0.9630 0.4840 1.32 0.85 -1.81
H -1.0182 -1.0360 -0.5685 -2.25 1.14 1.00
H -2.7266 1.3533 -1.4993 0.14 -2.41 -0.36
H -1.9802 0.0097 -2.5900 -1.23 0.04 2.36
H -4.9040 0.3452 -1.2857 1.47 -1.23 -1.41
H -4.4305 -0.2494 -3.0423 0.56 -0.13 2.14
H -4.3886 -2.0875 -0.2698 -0.15 0.76 -2.40
H -5.6266 -2.1033 -1.6901 2.28 0.43 0.52
H -4.1777 -3.7742 -3.8346 0.09 0.09 -0.02
H -4.3596 -5.2150 -0.7962 2.03 0.13 -0.40
H -2.9662 -5.9773 -1.8465 -0.52 1.88 1.66
H -1.6922 -5.7774 0.2686 -0.80 2.41 -0.07
H -1.3660 -3.9450 -0.2650 -1.86 -1.73 0.53
H -2.1126 -3.4407 1.9379 -1.65 -1.27 -1.26
H -3.9091 -3.5829 1.2421 2.00 -1.01 0.02
H -3.3027 -5.4235 4.5845 0.85 1.38 -1.85
H -1.6581 -4.7664 3.8484 -2.25 0.18 -0.02
H -3.1597 -3.6109 3.9675 0.36 -2.03 -0.54
H -0.7722 -2.6099 -2.0952 -1.03 -0.54 -1.94
H -1.5484 -1.8367 -3.6675 0.31 -2.05 1.39
H -1.8149 -4.4420 -4.7088 1.96 0.68 1.85
H -0.1724 -3.4608 -4.7500 -1.35 -1.60 1.46
O -3.0929 3.0463 -4.5262 1.54 -0.02 3.76
P -1.7469 3.8063 -4.6153 -1.46 0.98 -7.06
N -2.4594 5.2445 -5.1746 -0.76 2.47 0.40
C -2.9059 5.5516 -6.5085 0.18 -0.19 -0.38
C -3.3019 5.9307 -4.1874 0.18 -0.41 0.19
N -1.1469 2.7887 -5.8516 0.73 -1.89 -0.11
C -1.0051 3.1192 -7.2561 0.75 0.48 0.31
C -1.4881 1.3668 -5.7356 -0.29 -0.10 0.34
N -0.1996 4.6801 -4.7178 0.32 -1.34 1.59
C 0.0803 6.0144 -5.2180 -0.34 0.83 0.95
C 1.0236 3.9087 -4.5108 -0.01 -0.26 0.55
H -2.9619 6.6392 -6.6438 -0.17 -0.03 0.25
H -3.8849 5.1196 -6.7400 -0.12 -0.04 -0.14
H -2.1995 5.2461 -7.2733 0.00 -0.26 0.06
H -2.6930 6.2209 -3.3260 -0.03 -0.04 0.17
H -4.1188 5.2924 -3.8336 -0.03 0.03 0.02
H -3.7446 6.8518 -4.5824 0.24 -0.18 -0.19
H -1.9729 3.1529 -7.7628 -0.11 0.05 -0.10
H -0.3905 2.3773 -7.7755 -0.05 -0.15 0.22
H -0.4753 4.0633 -7.3983 -0.18 0.13 0.04
H -2.4900 1.1591 -6.1295 -0.02 -0.08 0.09
H -1.4545 1.0413 -4.6904 -0.18 0.10 -0.23
H -0.7720 0.7348 -6.2744 0.07 0.33 -0.07
H 0.0212 6.0596 -6.3082 -0.19 -0.08 -0.06
H 1.0866 6.3499 -4.9369 0.00 -0.39 0.05
H -0.5852 6.7681 -4.7862 -0.02 -0.20 -0.29
H 1.4833 3.6331 -5.4653 -0.04 0.01 -0.02
H 0.8191 2.9902 -3.9487 0.02 0.14 -0.28
H 1.7564 4.4691 -3.9211 -0.06 0.06 -0.04
O 2.7486 -0.8378 5.2813 -2.38 -0.54 3.28
P 3.6436 -0.4571 6.4860 5.31 1.62 -4.87
N 3.9389 1.1185 5.9214 -0.41 2.43 0.24
C 4.8620 1.5345 4.8977 0.43 -0.22 -0.19
C 2.7649 1.9999 5.9338 -0.18 -0.42 0.15
N 4.8505 -1.5942 6.0684 0.17 -2.10 0.14
C 6.1474 -1.3099 5.4860 0.26 0.27 0.83
C 4.3707 -2.8771 5.5435 -0.42 0.04 -0.09
N 4.6726 -0.0195 7.8709 -1.36 -1.44 0.84
C 5.4289 1.1957 8.1166 -0.82 0.93 0.44
C 5.0370 -1.0849 8.8014 -0.49 -0.21 0.22
H 5.1002 2.5989 5.0180 -0.32 0.00 0.00
H 4.4760 1.3746 3.8857 0.05 0.00 -0.16
H 5.8321 1.0558 4.9813 -0.08 -0.24 -0.02
H 2.4078 2.1187 6.9611 -0.16 -0.02 0.07
H 1.9458 1.5975 5.3279 -0.01 0.05 -0.01
H 2.9920 3.0055 5.5630 0.25 -0.26 0.05
H 6.0638 -1.0227 4.4348 0.03 0.08 -0.11
H 6.8016 -2.1860 5.5338 -0.23 -0.13 0.05
H 6.6810 -0.5374 6.0435 -0.12 0.16 -0.10
H 4.1403 -2.8141 4.4734 -0.09 -0.07 0.03
H 3.4679 -3.2019 6.0716 0.11 0.15 -0.24
H 5.1105 -3.6738 5.6868 0.16 0.30 0.09
H 6.3159 1.2568 7.4813 -0.08 -0.04 -0.20
H 5.7740 1.2550 9.1566 -0.09 -0.37 -0.06
H 4.8227 2.0967 7.9823 0.21 -0.20 -0.22
H 6.0396 -1.4697 8.5885 0.00 0.02 -0.03
H 4.3280 -1.9188 8.7421 0.26 0.13 -0.11
H 5.0114 -0.7374 9.8394 0.02 0.08 -0.05
```
Positions in Å, forces in eV/Å.


Density functional theory data (ωB97M-V/def2-TZVPD) for 2 unconnected molecules or ions with the total composition C4H13NO.

Results
LUMO = 0.0319 Eh
gap between HOMO and LUMO = 10.54 eV
molecular weight = 91.15 g mol⁻¹
E_tot = -7895.8547 eV
relative energy (zero: lowest compared OMol25 entry of this formula, charge and spin) = 18.6 kcal per mole

Structure (XYZ):
```
19
Properties=species:S:1:pos:R:3:forces:R:3
C 1.7353 -0.1486 2.9985 -0.05 0.07 -0.11
C 0.9242 -0.8102 1.8965 0.65 0.30 0.12
O 1.7217 -0.8018 0.7353 -0.07 0.12 -0.25
C 1.1089 -1.4056 -0.4115 0.77 0.61 0.79
C -0.3114 -0.9417 -0.6776 0.57 -0.50 -0.15
H 2.0595 0.8443 2.6911 0.04 0.01 -0.16
H 2.6208 -0.7306 3.2479 0.00 -0.06 -0.03
H 1.1417 -0.0113 3.8944 -0.18 -0.13 0.23
H 0.6882 -1.8442 2.1726 -0.32 0.01 0.02
H 0.0270 -0.2235 1.6926 -0.28 -0.19 0.30
H 1.7470 -1.0375 -1.2111 -0.03 -0.25 -0.30
H 1.2653 -2.4787 -0.3040 -0.47 -0.29 -0.24
H -1.0544 -1.3024 0.0240 -0.06 -0.20 0.06
H -0.3024 0.1388 -0.6449 -0.18 0.35 -0.20
H -0.5366 -1.2981 -1.6800 -0.40 0.16 -0.09
N -3.2139 2.8756 -3.9058 -0.27 0.39 0.64
H -2.6088 3.6894 -3.8178 0.21 -0.15 -0.17
H -2.9175 2.2483 -3.1614 0.19 -0.10 -0.17
H -4.0944 3.2377 -3.5386 -0.13 -0.14 -0.30
```
Positions in Å, forces in eV/Å.